Entry from OMol25: a 10-piece molecular cluster, C29H58FO27 overall in a non-equilibrium geometry (ωB97M-V with the def2-TZVPD basis set).

The geometry in XYZ format:
```
115
Properties=species:S:1:pos:R:3:forces:R:3:lowdin_charge:R:1
C 0.06387 1.89943 -1.28986 -1.237 -0.109 -0.576 -0.2420
C -1.39778 1.38715 -0.95179 1.055 -0.677 0.536 -0.3168
F -2.28714 2.57688 -1.03207 0.144 -0.063 -0.381 -0.3058
H 0.28170 1.71696 -2.37669 0.286 0.311 0.585 0.0262
H 0.05810 3.00264 -1.12377 0.315 -0.689 0.040 0.0365
H 0.84725 1.39175 -0.68543 -0.477 0.462 -0.258 0.0202
H -1.70702 0.72501 -1.80534 -0.095 0.714 0.291 -0.0138
C 5.81971 0.42776 2.81472 0.299 -0.154 0.071 -0.0474
O 4.72154 1.06096 2.16475 0.013 -0.007 -0.016 -0.0149
C 3.68020 1.31481 2.96789 -0.315 0.174 -0.239 -0.6167
O 3.61486 1.05466 4.14236 0.110 -0.015 -0.103 0.1187
O 2.73533 1.90336 2.23432 0.346 -0.106 0.144 0.0010
C 1.54680 2.23068 2.95668 -0.528 0.193 0.060 -0.0346
H 6.59568 0.27422 2.06662 -0.169 0.118 -0.105 0.0911
H 6.21783 1.06300 3.60646 -0.103 -0.084 0.034 0.0978
H 5.52213 -0.54281 3.21418 -0.023 0.109 0.100 0.0938
H 1.76536 2.93562 3.76032 0.083 -0.155 0.034 0.0936
H 1.07795 1.33062 3.35372 0.105 0.052 0.042 0.0985
H 0.85828 2.69832 2.25548 0.181 -0.138 -0.152 0.0953
C 4.40214 -2.75469 0.24530 -0.421 0.283 -0.126 -0.0237
O 5.45619 -3.41407 0.95405 0.254 -0.165 -0.028 -0.0127
C 6.35891 -4.00707 0.16790 -0.161 0.162 0.090 -0.6162
O 6.35027 -4.02800 -1.03459 0.059 -0.047 0.159 0.1322
O 7.28040 -4.57633 0.95700 0.006 0.081 -0.112 -0.0299
C 8.31632 -5.25164 0.24672 0.302 -0.193 -0.062 -0.0390
H 3.73762 -2.31373 0.98564 0.176 -0.111 0.105 0.0970
H 4.80097 -1.95855 -0.38329 0.007 -0.143 -0.049 0.1016
H 3.83549 -3.46772 -0.35335 0.137 0.050 -0.051 0.1015
H 8.86797 -4.55498 -0.38525 -0.131 -0.060 -0.072 0.0974
H 7.90624 -6.06665 -0.35033 0.000 0.138 -0.073 0.0996
H 8.99664 -5.66778 0.98789 -0.171 0.098 0.111 0.0939
C 10.09422 4.12286 0.44985 0.313 -0.017 0.083 -0.0526
O 8.94422 4.31791 -0.36827 -0.038 -0.003 0.029 -0.0009
C 7.78348 4.12952 0.27341 -0.272 0.033 -0.245 -0.6159
O 7.66070 3.82335 1.43156 0.105 0.025 -0.096 0.1195
O 6.79359 4.33976 -0.59607 0.321 0.008 0.136 0.0056
C 5.48476 4.17244 -0.04358 -0.515 -0.098 0.074 -0.0271
H 10.96818 4.30160 -0.17416 -0.179 0.029 -0.125 0.0906
H 10.10291 4.83168 1.27860 -0.072 -0.134 0.036 0.0962
H 10.13266 3.09906 0.82358 -0.076 0.096 0.095 0.0963
H 5.31334 4.88594 0.76294 0.092 -0.125 0.038 0.0997
H 5.34332 3.15179 0.31295 0.048 0.103 0.106 0.0907
H 4.76776 4.36604 -0.83876 0.228 0.015 -0.090 0.0988
C -2.93099 -2.33386 4.44926 0.139 -0.194 0.163 -0.0614
O -3.84328 -1.40256 3.87819 -0.041 0.018 0.178 -0.0165
C -3.67192 -1.21827 2.55819 -0.142 0.232 -0.459 -0.6165
O -2.84799 -1.76399 1.87621 -0.162 -0.074 0.246 0.1272
O -4.58874 -0.33870 2.14703 0.016 -0.230 0.316 -0.0174
C -4.52686 -0.02192 0.74896 0.130 0.313 -0.552 -0.0392
H -3.16107 -2.40170 5.51218 -0.132 0.145 -0.066 0.0830
H -3.05537 -3.32039 4.00078 0.091 0.080 -0.072 0.0922
H -1.90258 -1.98862 4.33599 -0.047 -0.080 -0.124 0.0964
H -4.69291 -0.91672 0.14616 0.153 -0.018 0.082 0.0917
H -3.56974 0.44411 0.49243 0.106 -0.200 -0.038 0.0631
H -5.32536 0.68948 0.54080 -0.045 -0.064 0.282 0.0893
C -5.59512 -7.82789 4.35810 0.140 -0.299 -0.185 -0.0466
O -6.25728 -7.00818 5.31937 -0.035 0.119 0.037 -0.0005
C -6.17075 -5.69752 5.06334 -0.074 0.032 0.133 -0.6155
O -5.60388 -5.19545 4.12966 -0.030 -0.093 0.064 0.1287
O -6.82435 -5.04163 6.02757 0.045 -0.165 -0.064 0.0017
C -6.80742 -3.62197 5.87085 -0.051 0.409 0.064 -0.0333
H -5.73193 -8.86254 4.66761 -0.104 0.133 0.151 0.0910
H -6.03550 -7.69524 3.36950 0.118 0.105 0.033 0.0982
H -4.52776 -7.60669 4.33248 -0.088 0.092 -0.098 0.0988
H -7.29395 -3.33091 4.93967 0.168 -0.030 -0.015 0.0991
H -5.78595 -3.24198 5.90075 -0.056 -0.036 -0.164 0.0899
H -7.36413 -3.19876 6.70499 0.001 -0.231 0.021 0.0931
C -3.26130 4.64106 -2.32855 0.223 -0.310 0.242 -0.0424
O -4.17695 5.57844 -2.93043 -0.030 0.325 -0.526 0.0045
C -4.00619 5.76208 -4.23573 -0.063 -0.345 0.764 -0.6018
O -3.17648 5.22100 -4.92730 -0.376 0.347 -0.087 0.1048
O -4.93378 6.64582 -4.64604 0.066 -0.002 -0.103 -0.0025
C -4.90454 6.94101 -6.03774 -0.136 0.013 -0.165 -0.0463
H -3.50272 4.57878 -1.27204 -0.158 0.113 -0.141 0.0870
H -3.37615 3.65382 -2.76737 0.080 0.123 -0.030 0.0926
H -2.23331 4.98692 -2.43222 -0.084 -0.072 -0.126 0.0978
H -5.08841 6.04207 -6.62798 0.155 0.020 0.014 0.1014
H -3.95644 7.39328 -6.31693 0.050 -0.083 -0.052 0.0684
H -5.70180 7.65676 -6.23209 0.000 -0.046 0.195 0.0922
C 1.68922 7.82757 -10.15481 0.184 0.087 -0.247 -0.0535
O 1.35151 7.21955 -8.91172 -0.068 0.026 -0.004 0.0011
C 0.06750 7.37293 -8.56271 -0.008 -0.211 0.358 -0.6155
O -0.77008 7.96050 -9.19939 0.128 -0.016 -0.017 0.1159
O -0.11716 6.76293 -7.39117 0.130 0.209 -0.362 0.0155
C -1.45520 6.84554 -6.89233 -0.192 -0.041 0.287 -0.0515
H 2.74682 7.63795 -10.32984 -0.055 -0.094 0.192 0.0909
H 1.11348 7.38635 -10.96919 -0.069 0.123 0.063 0.0960
H 1.52739 8.90536 -10.11383 -0.125 -0.077 -0.050 0.0956
H -2.15137 6.36503 -7.57959 0.046 0.106 -0.015 0.1010
H -1.73583 7.88740 -6.72633 0.018 -0.020 -0.178 0.0960
H -1.48596 6.31884 -5.94427 0.199 -0.067 -0.126 0.0800
C -10.11823 0.28771 -2.97956 -0.159 0.093 -0.292 -0.0504
O -9.35123 0.41407 -1.78558 0.001 -0.096 0.068 0.0042
C -9.08646 -0.75112 -1.18377 0.181 0.150 0.176 -0.6143
O -9.43833 -1.83856 -1.56384 -0.018 0.116 0.008 0.1186
O -8.36588 -0.49433 -0.08967 -0.169 0.010 -0.193 0.0052
C -8.00556 -1.65602 0.65728 0.223 -0.260 0.339 -0.0407
H -10.26777 1.29108 -3.37415 0.126 0.016 0.185 0.0920
H -9.58213 -0.30524 -3.72118 -0.086 -0.080 0.094 0.0978
H -11.09189 -0.15586 -2.76757 0.108 -0.106 -0.029 0.0951
H -7.38774 -2.32395 0.05673 -0.146 -0.009 -0.019 0.1016
H -8.89555 -2.17600 1.01443 0.027 -0.030 -0.163 0.0950
H -7.42411 -1.32546 1.51643 -0.027 0.213 -0.151 0.0908
C 5.16618 -10.24357 4.08763 -0.110 -0.325 0.040 -0.0509
O 6.03978 -9.12036 4.00372 0.001 0.063 -0.012 -0.0028
C 5.41517 -7.96710 3.73116 0.185 0.195 -0.016 -0.6151
O 4.23191 -7.82946 3.56260 0.126 -0.083 0.033 0.1283
O 6.33636 -7.00160 3.67926 -0.083 -0.263 0.044 0.0068
C 5.80830 -5.70341 3.39222 -0.118 0.438 0.058 -0.0374
H 5.78048 -11.11419 4.31081 0.134 0.177 -0.013 0.0906
H 4.44139 -10.10925 4.89119 -0.049 0.057 -0.139 0.0971
H 4.65610 -10.40729 3.13784 -0.078 0.098 0.097 0.0973
H 5.10963 -5.39129 4.16956 -0.075 -0.138 -0.103 0.1039
H 5.32553 -5.69053 2.41709 -0.077 -0.039 0.132 0.0896
H 6.64367 -5.00908 3.37460 0.066 -0.224 -0.001 0.0905
```
Positions in Å, forces in eV/Å.

Frontier orbital gap (eV): 3.459
Charge: -1



Entry from OMol25: C27H54BiN5OP as an isolated structure in a non-equilibrium geometry (ωB97M-V with the def2-TZVPD basis set).

The geometry in XYZ format:
```
89
Properties=species:S:1:pos:R:3:forces:R:3:lowdin_charge:R:1
Bi 0.93820 0.23361 -1.83854 0.083 0.452 -0.258 1.6847
N 2.64533 -1.23457 -3.08681 0.068 0.241 -0.195 -0.0835
C 2.13797 -2.58978 -3.29850 -0.082 -0.418 0.166 -0.2061
C 1.26725 -2.97522 -2.10822 0.515 -0.398 -0.281 -0.1720
N 0.19166 -2.00716 -1.82259 -0.028 0.304 0.389 -0.1772
C -1.04574 -2.19111 -2.59538 -0.451 -0.054 -0.505 -0.1689
C -0.95986 -1.57245 -3.98835 -0.221 -0.471 0.124 -0.1868
N -0.44985 -0.19912 -3.88372 0.011 0.236 -0.066 -0.0709
H 3.43265 -1.25720 -2.44790 0.145 0.035 -0.055 0.0826
H 2.97940 -0.83508 -3.96005 0.112 -0.003 0.038 0.1117
H 1.58414 -2.61607 -4.23349 0.068 -0.043 -0.003 0.1097
H 2.94449 -3.32769 -3.37528 -0.128 0.098 -0.070 0.1445
H 0.83814 -3.96510 -2.27956 -0.033 0.032 0.094 0.1471
H 1.89981 -3.02056 -1.22014 -0.107 -0.080 -0.031 0.1179
H -0.05256 -2.14433 -0.84413 -0.026 0.007 0.092 0.0667
H -1.28181 -3.25503 -2.69021 0.020 0.063 0.097 0.1495
H -1.85824 -1.71676 -2.04107 0.068 -0.077 0.010 0.1019
H -0.30484 -2.16492 -4.62472 -0.085 0.128 -0.030 0.1149
H -1.95478 -1.59978 -4.44055 0.121 0.010 -0.004 0.1455
H 0.14524 0.01920 -4.67895 -0.098 0.092 -0.074 0.1122
H -1.21558 0.47251 -3.90684 0.011 -0.030 -0.080 0.0689
N 2.26124 -0.70232 -0.23449 0.708 -0.180 0.435 -0.0289
C 3.08660 -0.58105 0.59472 -0.784 -0.189 -0.742 -0.2066
N 3.90286 -0.49940 1.55182 0.243 0.072 0.348 -0.0383
C 5.36374 -0.49773 1.41836 0.997 -0.181 0.104 -0.0553
C 5.94952 -1.65618 2.24702 0.123 0.106 -0.332 -0.1627
O 5.48180 -1.61964 3.56458 0.099 0.065 0.148 -0.0896
C 4.09347 -1.74637 3.63451 -0.368 0.166 0.074 -0.1663
C 3.42906 -0.54586 2.94242 0.056 -0.295 0.915 -0.0630
H 5.73041 0.45137 1.82003 -0.086 -0.040 -0.114 0.1488
H 5.65298 -0.59248 0.37111 -0.088 0.069 0.051 0.1396
H 7.03332 -1.54862 2.30888 -0.080 -0.004 -0.186 0.1503
H 5.71196 -2.62167 1.77756 -0.009 0.057 0.003 0.1381
H 3.83466 -1.75553 4.69479 -0.103 0.005 -0.124 0.1497
H 3.75712 -2.68699 3.17212 0.006 0.053 0.030 0.1390
H 3.76580 0.37056 3.43582 -0.131 -0.017 -0.092 0.1461
H 2.34306 -0.61787 2.96701 -0.021 0.052 -0.059 0.1236
C 1.77960 2.55441 1.02027 0.094 0.196 0.131 -0.2069
C 1.20386 2.61993 2.43078 0.034 -0.209 -0.108 -0.1670
C -0.19688 1.99596 2.46383 0.104 -0.059 0.153 -0.1701
C -0.99031 2.27171 1.17403 -0.137 -0.238 -0.211 -0.3676
C -0.47367 3.56762 0.55767 -0.085 -0.001 -0.316 -0.1850
C 0.95960 3.42320 0.05924 -0.049 -0.018 0.191 -0.1882
P -1.05909 0.78385 0.00210 -1.293 0.075 0.427 1.0437
C -1.61621 -0.74400 0.96242 0.427 0.392 -0.211 -0.3984
C -0.43202 -1.53359 1.53822 -0.025 -0.209 -0.157 -0.2495
C -0.87646 -2.96450 1.86182 -0.028 0.117 0.107 -0.1702
C -2.25522 -2.96528 2.54259 -0.012 0.055 0.130 -0.1681
C -2.55731 -1.60288 3.15636 -0.104 -0.133 -0.091 -0.1721
C -2.66673 -0.51687 2.07280 -0.094 -0.045 0.154 -0.1744
C -2.44358 1.13941 -1.20621 0.571 -0.036 0.154 -0.4299
C -3.81173 1.42653 -0.55096 -0.156 0.197 0.168 -0.1716
C -4.38994 2.76712 -1.00051 -0.179 -0.153 -0.186 -0.1798
C -4.51577 2.82458 -2.52312 0.013 0.115 0.166 -0.1558
C -3.20918 2.39251 -3.22000 0.180 0.106 -0.067 -0.1676
C -2.07659 2.24778 -2.20269 -0.174 -0.078 -0.074 -0.2465
H 1.74966 1.51179 0.69009 0.067 -0.048 0.059 0.0296
H 2.82058 2.87444 1.02204 0.090 -0.090 -0.077 0.1241
H 1.16998 3.65716 2.76048 0.039 0.031 0.050 0.1300
H 1.84816 2.08876 3.13119 0.011 0.080 0.069 0.1051
H -0.74752 2.41372 3.30866 -0.088 -0.091 -0.035 0.1378
H -0.11679 0.92384 2.63941 -0.007 -0.014 0.118 0.0802
H -2.05348 2.40226 1.41643 0.115 -0.167 -0.082 0.1172
H -0.50904 4.31458 1.35255 -0.041 0.023 0.001 0.1404
H -1.11622 3.94415 -0.23314 -0.028 0.056 0.087 0.0975
H 1.40249 4.41361 -0.02783 0.055 -0.009 -0.163 0.1316
H 0.96026 2.97310 -0.94416 0.020 0.183 -0.123 0.0499
H -2.08716 -1.36709 0.18909 0.059 0.062 -0.088 0.1066
H -0.10152 -1.06434 2.46275 0.115 0.115 -0.008 0.0946
H 0.42962 -1.53463 0.86313 -0.032 -0.014 0.183 0.0456
H -0.13562 -3.42486 2.51377 0.076 -0.057 -0.018 0.1198
H -0.91858 -3.56639 0.95293 0.058 -0.107 -0.146 0.1057
H -2.29072 -3.73328 3.31406 -0.050 -0.039 -0.088 0.1253
H -3.03430 -3.20424 1.81851 -0.083 -0.074 -0.031 0.1206
H -1.78738 -1.34734 3.88585 -0.011 0.049 0.064 0.1203
H -3.50048 -1.64999 3.69730 0.007 0.082 0.077 0.1297
H -2.55209 0.45529 2.55063 -0.021 0.111 -0.070 0.1048
H -3.66387 -0.55981 1.63544 0.004 0.097 -0.010 0.1173
H -2.52588 0.20447 -1.77954 0.017 0.065 0.041 0.0821
H -3.74659 1.41762 0.53643 -0.043 -0.106 0.014 0.0876
H -4.50656 0.63828 -0.84014 -0.048 -0.081 0.103 0.1320
H -3.77776 3.59379 -0.63999 0.016 0.063 0.116 0.1132
H -5.37471 2.88918 -0.55406 -0.010 0.061 0.075 0.1306
H -4.78075 3.84006 -2.81753 -0.029 -0.071 -0.056 0.1250
H -5.33099 2.17577 -2.83838 -0.070 0.017 -0.037 0.1219
H -2.92032 3.12760 -3.96811 -0.006 -0.020 -0.119 0.1232
H -3.36399 1.44419 -3.73960 0.017 -0.132 -0.110 0.1075
H -1.97589 3.20621 -1.70346 0.184 -0.046 0.034 0.0951
H -1.11354 2.05101 -2.69472 -0.003 0.133 -0.007 0.0562
```
Positions in Å, forces in eV/Å.

Frontier orbital gap (eV): 8.145
Charge: +3



Entry from OMol25: a 11-piece molecular cluster, H23O11 overall in a non-equilibrium geometry (ωB97M-V with the def2-TZVPD basis set).

The geometry in XYZ format:
```
34
Properties=species:S:1:pos:R:3:forces:R:3:lowdin_charge:R:1
O -0.26965 -0.53793 -3.00495 2.746 -1.278 0.563 0.1155
H 0.16172 -1.42273 -2.84578 -1.124 0.064 -0.395 0.1461
H 1.63774 -4.67380 -1.24797 -0.386 -0.423 -0.090 0.0394
O -1.09548 0.59881 -1.07077 -1.007 0.464 -0.589 -0.0568
H -0.43447 -0.21406 -1.97492 -0.476 0.787 -0.635 0.0763
H 1.48102 -0.73928 4.57110 0.106 0.407 -0.255 0.0621
O 0.50419 1.93156 2.06828 0.025 -0.412 -0.340 -0.0382
H 2.33161 0.16263 0.69992 -0.379 -0.556 0.897 0.0493
H -1.80123 -1.28723 3.42012 -0.887 0.259 0.650 0.0171
O 2.35551 4.29114 -1.27627 0.120 0.092 -0.111 -0.0472
H 2.85777 3.68062 -0.73205 -0.025 -0.036 0.075 0.0228
H 2.94949 0.48300 -2.68355 -0.075 0.024 -0.251 0.0978
O 1.04919 -4.02259 -1.63308 -0.270 1.029 -0.244 -0.0626
H -3.42537 -1.52809 3.61044 0.350 0.593 0.634 0.0409
H -2.00890 0.58123 -1.49331 1.151 -0.191 0.951 0.0871
O -2.05210 1.50968 1.23343 0.585 -1.854 0.473 -0.0503
H -2.28352 0.58024 1.05605 -0.818 0.237 -0.016 0.0326
H 0.83032 1.19551 2.59717 0.187 0.075 0.383 0.0146
O 1.15687 -0.85081 3.66365 -0.102 -0.320 0.619 -0.0521
H 0.65117 2.74788 2.55151 0.087 0.005 0.206 0.0688
O 2.06892 0.10377 -2.59715 -0.072 -0.085 0.080 -0.0302
H 1.98812 -0.17496 -1.66080 0.458 0.165 0.166 0.0292
H -1.22420 1.10146 -0.22067 0.420 -0.136 -0.445 0.0511
O -3.47897 -0.44696 -1.00099 0.965 -0.228 -0.089 -0.0297
H 0.83270 -1.75917 3.73238 -0.056 0.012 -0.456 0.0495
H -4.14662 -0.48930 -1.68528 -0.712 0.281 0.443 0.0715
O 2.38578 -0.54480 0.06333 0.353 0.292 -2.070 -0.0186
H -3.73110 0.00973 -0.19054 -0.944 -0.085 -0.573 0.0552
H 2.15746 -1.45052 0.26507 -0.159 0.209 1.095 0.0645
O -2.61146 -1.74018 3.15898 0.602 -0.728 -1.303 -0.0518
H 1.46445 3.93920 -1.32265 -0.107 -0.075 0.052 0.0247
H -1.34978 1.25196 1.87717 -0.048 1.461 -0.211 0.0456
H 0.17004 -4.37609 -1.82669 0.592 -0.467 0.324 0.0450
H 0.68858 -0.12247 -3.23135 -1.099 0.421 0.464 0.1310
```
Positions in Å, forces in eV/Å.

Frontier orbital gap (eV): 10.884
Charge: +1
Energy above the lowest of the compared OMol25 structures with the same formula, charge and spin (eV): 3.487